A single C4H7NO2 molecule at a distorted geometry, computed with ωB97M-V with the def2-TZVPD basis set.

Highest occupied orbital energy ... -9.6 eV
Structure (SMILES) ... C[C@@H](C=O)NC=O
Energy above the lowest of the compared OMol25 structures with the same formula, charge and spin ... 171.9 kJ/mol
M ... 101.1 g/mol
LUMO energy ... 0.71 eV

Structure (XYZ):
```
14
Properties=species:S:1:pos:R:3:forces:R:3:mulliken_charge:R:1
C 0.357242 -1.053327 -1.028793 -0.89 0.50 0.81 -1.245
C 0.244418 0.382566 -0.405733 -0.04 0.55 -1.20 0.242
C -1.127479 0.900870 -0.904003 0.83 0.77 -0.31 -0.155
O -2.052612 1.215872 -0.219732 -0.23 -0.20 0.60 -0.440
N 0.419633 0.687927 0.983926 -0.30 -1.11 0.88 -0.150
C 0.197919 -0.244312 1.951548 0.66 -0.90 0.70 -0.081
O 0.405172 -1.431787 1.836038 -0.66 -0.13 -0.25 -0.513
H 1.030517 -1.687303 -0.460746 0.46 0.16 -0.54 0.345
H 0.561050 -0.802935 -2.067794 0.57 -0.71 -0.06 0.404
H -0.597758 -1.589377 -1.039033 0.00 0.19 0.27 0.336
H 1.031933 0.906850 -0.960101 -0.29 0.38 0.12 0.280
H -1.205021 1.071821 -1.996228 0.16 -0.42 -0.15 0.341
H 0.856429 1.506015 1.378739 -0.39 0.48 -0.85 0.264
H -0.121443 0.137121 2.931911 0.11 0.44 0.00 0.372
```
Forces are in eV/Å.

A single C11H11N3O2S molecule at a distorted geometry, computed with ωB97M-V with the def2-TZVPD basis set.

Highest occupied orbital energy ... -8.5 eV
Structure (SMILES) ... CCNC(=O)Oc1ccc(-c2csnn2)cc1
Energy above the lowest of the compared OMol25 structures with the same formula, charge and spin ... 93.1 kJ/mol
M ... 249.3 g/mol
LUMO energy ... 0.32 eV

Structure (XYZ):
```
28
Properties=species:S:1:pos:R:3:forces:R:3:mulliken_charge:R:1
C -5.417432 -4.017707 0.746984 0.02 0.23 -0.16 -1.068
C -5.197835 -2.921115 -0.289691 -0.16 0.00 0.15 -0.430
N -3.801881 -2.777391 -0.634395 0.15 -0.30 -0.19 -0.161
C -3.056036 -1.731771 -0.220929 -0.13 -0.12 -0.06 0.642
O -3.472386 -0.754665 0.343162 0.03 0.22 0.18 -0.617
O -1.753174 -1.966729 -0.554819 0.19 -0.06 -0.11 -0.384
C -0.770101 -1.014638 -0.365718 0.31 0.22 0.14 0.414
C -0.989021 0.353501 -0.453097 -0.25 -0.08 -0.06 -0.402
C 0.071353 1.224682 -0.292554 0.28 -0.20 0.02 -0.736
C 1.359168 0.750007 -0.055647 -0.31 -0.39 -0.05 0.693
C 2.491069 1.647763 0.115963 -0.19 1.64 0.03 0.294
C 2.490501 3.029752 0.159597 0.42 -0.23 0.05 -0.184
S 4.088442 3.571059 0.380632 -0.88 -0.37 -0.13 0.098
N 4.648183 2.003397 0.402786 1.65 0.59 0.23 -0.545
N 3.743604 1.154682 0.261203 -0.29 -1.27 -0.08 -0.116
C 1.567482 -0.628454 0.015024 -0.04 0.24 -0.01 -0.749
C 0.513644 -1.502373 -0.135921 -0.44 -0.07 -0.06 -0.467
H -4.867026 -3.790557 1.656438 0.04 -0.01 0.10 0.293
H -6.473825 -4.091898 0.988792 -0.12 -0.07 0.05 0.349
H -5.080571 -4.979402 0.365277 0.01 -0.12 0.01 0.317
H -5.765044 -3.142335 -1.199434 0.00 0.11 0.10 0.311
H -5.519659 -1.955153 0.104341 -0.03 -0.11 -0.14 0.309
H -3.319346 -3.570181 -1.027681 0.05 0.13 0.03 0.228
H -1.980598 0.734819 -0.631971 -0.02 0.00 0.00 0.434
H -0.112456 2.285687 -0.361742 -0.03 0.11 -0.01 0.237
H 1.674681 3.716408 0.082168 -0.30 0.09 -0.03 0.347
H 2.565631 -0.995797 0.193815 0.05 -0.06 0.01 0.464
H 0.664852 -2.569103 -0.081524 0.01 -0.12 0.01 0.429
```
Forces are in eV/Å.

A single C8H14N4 molecule at a distorted geometry, computed with ωB97M-V with the def2-TZVPD basis set.

Highest occupied orbital energy ... -8.4 eV
Structure (SMILES) ... C1CN=C(C2=NCCCN2)NC1
Energy above the lowest of the compared OMol25 structures with the same formula, charge and spin ... 146.5 kJ/mol
M ... 166.2 g/mol
LUMO energy ... 0.99 eV

Structure (XYZ):
```
26
Properties=species:S:1:pos:R:3:forces:R:3:mulliken_charge:R:1
C -3.439574 -0.069318 0.445794 0.07 -0.86 0.67 -0.639
C -2.694322 -1.237355 -0.256919 -0.45 -0.19 0.94 -0.604
N -1.242897 -1.258391 -0.140897 0.02 1.07 -0.56 -0.541
C -0.748159 -0.073716 -0.112228 0.43 -0.58 0.76 0.205
C 0.755139 0.069242 0.006939 0.78 -0.22 0.68 0.365
N 1.287595 1.230959 0.026199 -0.61 0.14 0.09 -0.575
C 2.731633 1.328392 0.176238 -0.11 -1.51 -0.98 -0.564
C 3.440610 0.037093 -0.392121 -0.06 0.92 -0.38 -0.599
C 2.863431 -1.228256 0.228344 0.78 0.38 0.57 -0.577
N 1.431880 -1.108650 0.226150 -0.57 0.06 0.06 -0.170
N -1.442729 1.083403 -0.005805 0.32 0.88 -0.48 -0.163
C -2.856716 1.208170 -0.137304 -1.64 -0.51 -0.12 -0.533
H -3.350458 -0.129014 1.553553 0.31 0.18 -0.64 0.287
H -4.507986 -0.194284 0.254857 0.06 0.20 -0.22 0.352
H -3.016277 -2.205167 0.128132 -0.41 0.08 -0.22 0.388
H -2.977490 -1.118043 -1.292433 -0.01 -0.48 -0.58 0.299
H 3.017650 2.188587 -0.426924 0.36 0.05 0.22 0.330
H 3.022365 1.483027 1.215326 -0.10 0.10 0.10 0.310
H 3.264315 0.030453 -1.489063 0.21 -0.02 0.57 0.275
H 4.508979 0.140426 -0.191078 -0.01 -0.21 -0.19 0.363
H 3.097470 -2.165664 -0.282834 0.28 0.32 -0.36 0.334
H 3.331743 -1.370358 1.235983 -0.76 0.26 -0.33 0.263
H 0.945774 -1.953614 0.013677 -0.71 -0.13 0.04 0.314
H -0.917758 1.928474 0.042058 0.70 0.24 -0.05 0.278
H -3.242039 1.279782 -1.181039 0.62 0.02 0.29 0.246
H -3.262170 2.103829 0.355387 0.53 -0.20 0.12 0.356
```
Forces are in eV/Å.

A molecular structure, C28H36HgP2Si at a distorted geometry, computed with ωB97M-V with the def2-TZVPD basis set.

Highest occupied orbital energy ... -5.3 eV
M ... 663.2 g/mol
LUMO energy ... -2.18 eV

Structure (XYZ):
```
68
Properties=species:S:1:pos:R:3:forces:R:3:mulliken_charge:R:1
C -1.410411 -1.855691 0.727000 0.47 0.23 -0.67 -0.765
C -1.868764 -1.557157 -0.592774 0.73 0.04 0.25 -0.824
C -0.726194 -1.395814 -1.430751 0.03 0.03 0.76 -0.561
H -2.908389 -1.480977 -0.906576 0.22 -0.05 0.05 0.385
C 0.438929 -1.589354 -0.627738 -0.69 0.17 0.19 -0.649
C 0.014241 -1.873821 0.702312 -0.50 0.28 -0.39 -0.499
H 0.662676 -2.080603 1.549063 -0.04 -0.04 -0.08 0.474
H -2.037990 -2.051080 1.595100 0.11 -0.01 -0.17 0.508
H -0.730608 -1.174492 -2.497377 -0.05 -0.10 0.22 0.496
H 1.470284 -1.560672 -0.974371 -0.18 -0.15 -0.01 0.704
Hg 0.674292 4.024555 0.356836 0.08 -1.60 -0.70 0.659
C 0.892319 1.616247 -3.498541 0.27 1.56 2.01 -1.151
H 1.745462 1.072653 -3.082168 -0.27 -0.12 -0.36 0.332
H 1.177548 2.208486 -4.377235 -0.05 -0.07 0.37 0.424
H 0.040148 0.961118 -3.707194 0.13 0.25 0.37 0.355
Si 0.225769 3.075037 -1.972141 -0.73 -1.25 -2.41 0.154
C -0.249123 4.466302 -3.100923 -0.04 0.71 -0.03 0.490
C -1.437512 4.373195 -3.850810 0.42 0.36 -0.24 -0.285
H -2.122007 3.538250 -3.675226 0.22 0.26 -0.14 0.363
C -1.720945 5.333363 -4.828735 0.13 0.05 0.09 -0.520
H -2.625565 5.245310 -5.432344 0.23 0.03 0.18 0.365
C -0.845375 6.407533 -5.042896 0.05 -0.28 0.30 -0.455
H -1.057532 7.142761 -5.825409 0.07 -0.26 0.35 0.355
C 0.297155 6.534969 -4.243149 0.03 0.00 0.00 -0.497
H 0.964858 7.387011 -4.385720 -0.19 -0.22 0.02 0.346
C 0.598475 5.574915 -3.269033 -0.61 -0.01 -0.57 -0.512
H 1.491253 5.678251 -2.645187 -0.23 0.00 -0.25 0.239
C 2.118487 -0.588366 -6.162408 0.08 -0.11 -0.32 0.068
C 1.876796 0.434834 -7.087085 0.12 -0.43 -0.36 -0.272
H 1.472913 1.397513 -6.764500 0.15 -0.33 -0.06 0.276
C 2.130658 0.205469 -8.450008 0.05 -0.18 0.31 -0.422
H 1.933720 0.990639 -9.180684 0.06 -0.19 0.20 0.342
C 2.626663 -1.032829 -8.878501 -0.11 0.10 0.33 -0.440
H 2.811141 -1.207293 -9.940851 -0.04 0.05 0.34 0.340
C 2.868896 -2.048306 -7.945748 -0.11 0.19 0.23 -0.261
H 3.237994 -3.019142 -8.277425 -0.06 0.26 0.07 0.347
C 2.619046 -1.827899 -6.583465 -0.09 0.36 -0.35 -0.626
H 2.800538 -2.610727 -5.844233 -0.06 0.20 -0.29 0.364
H -1.090759 2.453409 -1.670834 0.08 -0.06 0.45 -0.171
H 1.904235 -0.439372 -5.109189 0.03 0.06 -0.10 0.277
C 4.271698 2.795665 1.460025 0.32 -0.08 0.08 -1.350
P 2.651829 2.182969 0.914519 0.16 -0.46 0.23 0.474
C 3.025969 1.017932 -0.436283 0.28 0.06 -0.07 -0.922
C 2.155461 1.035811 2.259385 -0.51 0.17 0.26 0.532
C 3.002606 0.011019 2.688570 -0.26 -0.05 0.27 -0.285
C 2.595957 -0.848857 3.710405 -0.01 0.16 -0.13 -0.868
C 1.339514 -0.694927 4.300288 -0.03 0.16 -0.07 -0.727
C 0.481589 0.317465 3.872833 0.05 0.03 -0.02 -0.172
C 0.878816 1.190773 2.856238 0.98 -0.01 -0.44 -0.039
P -0.239372 2.507717 2.255950 -0.34 -0.16 0.17 0.643
C -1.695626 1.588044 1.676810 -0.16 0.15 0.08 -1.047
C -0.713798 3.437260 3.738861 -0.12 0.16 0.48 -1.211
H 4.689767 3.413932 0.655194 0.01 -0.13 0.23 0.411
H 4.948931 1.959389 1.680456 -0.03 0.30 -0.05 0.376
H 4.143617 3.410659 2.361400 0.08 -0.16 -0.26 0.357
H 3.907962 0.425322 -0.155704 -0.20 0.04 -0.19 0.512
H 2.172677 0.344881 -0.600783 0.07 0.17 0.11 -0.197
H 3.230779 1.573870 -1.360392 0.04 -0.13 0.21 0.462
H 3.985196 -0.114824 2.231257 -0.26 -0.02 0.12 0.219
H 3.265441 -1.640730 4.045213 -0.20 0.17 -0.08 0.362
H 1.020577 -1.363323 5.100431 0.10 0.15 -0.25 0.370
H -0.502991 0.429159 4.335635 0.30 -0.10 -0.14 0.420
H -1.512818 1.229985 0.656965 -0.05 -0.19 0.15 0.023
H -1.897380 0.723068 2.322666 0.10 0.17 -0.25 0.393
H -2.560341 2.264160 1.680324 0.17 -0.12 -0.10 0.444
H -1.809093 3.503642 3.794345 0.32 0.07 0.08 0.382
H -0.318342 2.947668 4.640298 -0.24 0.21 -0.21 0.384
H -0.286284 4.446109 3.654843 -0.23 -0.30 0.24 0.302
```
Forces are in eV/Å.

Which of these has the highest highest occupied orbital energy? C28H36HgP2Si

Please write out number 2 again, unchanged.
A single C11H11N3O2S molecule at a distorted geometry, computed with ωB97M-V with the def2-TZVPD basis set.

Highest occupied orbital energy ... -8.5 eV
Structure (SMILES) ... CCNC(=O)Oc1ccc(-c2csnn2)cc1
Energy above the lowest of the compared OMol25 structures with the same formula, charge and spin ... 93.1 kJ/mol
M ... 249.3 g/mol
LUMO energy ... 0.32 eV

Structure (XYZ):
```
28
Properties=species:S:1:pos:R:3:forces:R:3:mulliken_charge:R:1
C -5.417432 -4.017707 0.746984 0.02 0.23 -0.16 -1.068
C -5.197835 -2.921115 -0.289691 -0.16 0.00 0.15 -0.430
N -3.801881 -2.777391 -0.634395 0.15 -0.30 -0.19 -0.161
C -3.056036 -1.731771 -0.220929 -0.13 -0.12 -0.06 0.642
O -3.472386 -0.754665 0.343162 0.03 0.22 0.18 -0.617
O -1.753174 -1.966729 -0.554819 0.19 -0.06 -0.11 -0.384
C -0.770101 -1.014638 -0.365718 0.31 0.22 0.14 0.414
C -0.989021 0.353501 -0.453097 -0.25 -0.08 -0.06 -0.402
C 0.071353 1.224682 -0.292554 0.28 -0.20 0.02 -0.736
C 1.359168 0.750007 -0.055647 -0.31 -0.39 -0.05 0.693
C 2.491069 1.647763 0.115963 -0.19 1.64 0.03 0.294
C 2.490501 3.029752 0.159597 0.42 -0.23 0.05 -0.184
S 4.088442 3.571059 0.380632 -0.88 -0.37 -0.13 0.098
N 4.648183 2.003397 0.402786 1.65 0.59 0.23 -0.545
N 3.743604 1.154682 0.261203 -0.29 -1.27 -0.08 -0.116
C 1.567482 -0.628454 0.015024 -0.04 0.24 -0.01 -0.749
C 0.513644 -1.502373 -0.135921 -0.44 -0.07 -0.06 -0.467
H -4.867026 -3.790557 1.656438 0.04 -0.01 0.10 0.293
H -6.473825 -4.091898 0.988792 -0.12 -0.07 0.05 0.349
H -5.080571 -4.979402 0.365277 0.01 -0.12 0.01 0.317
H -5.765044 -3.142335 -1.199434 0.00 0.11 0.10 0.311
H -5.519659 -1.955153 0.104341 -0.03 -0.11 -0.14 0.309
H -3.319346 -3.570181 -1.027681 0.05 0.13 0.03 0.228
H -1.980598 0.734819 -0.631971 -0.02 0.00 0.00 0.434
H -0.112456 2.285687 -0.361742 -0.03 0.11 -0.01 0.237
H 1.674681 3.716408 0.082168 -0.30 0.09 -0.03 0.347
H 2.565631 -0.995797 0.193815 0.05 -0.06 0.01 0.464
H 0.664852 -2.569103 -0.081524 0.01 -0.12 0.01 0.429
```
Forces are in eV/Å.

Among the records above, which one has the highest M? C28H36HgP2Si

Among the records above, which one has the highest M? C28H36HgP2Si